Formula: C24H26N4O3
Source: the Open Molecules 2025 dataset
Level of theory: ωB97M-V/def2-TZVPD

Structure (XYZ):
```
57
Properties=species:S:1:pos:R:3:nbo_charge:R:1
O -1.361 -0.709 -1.800 -0.670
C -0.237 -0.272 -1.970 0.690
C 0.016 1.043 -2.691 -0.488
C -0.739 2.175 -1.994 -0.386
C -0.058 2.578 -0.686 -0.409
C -0.964 3.441 0.201 -0.413
C -1.581 2.647 1.354 -0.219
N -2.241 1.418 0.927 -0.473
C -3.426 1.568 0.232 0.801
O -3.910 2.650 -0.013 -0.627
N -4.038 0.407 -0.158 -0.605
C -3.597 -0.854 0.149 0.311
C -4.301 -1.990 -0.243 -0.276
C -3.839 -3.238 0.117 -0.155
C -2.683 -3.374 0.878 -0.254
C -1.977 -2.255 1.260 -0.129
C -2.421 -0.985 0.892 -0.220
C -1.649 0.205 1.246 0.699
O -0.564 0.164 1.796 -0.628
N 0.872 -0.920 -1.568 -0.614
C 0.857 -2.193 -0.885 -0.217
C 1.582 -2.112 0.466 -0.435
C 2.990 -1.648 0.285 -0.119
C 4.060 -2.367 -0.163 -0.034
N 5.164 -1.561 -0.265 -0.522
C 4.826 -0.295 0.120 0.122
C 5.584 0.867 0.187 -0.245
C 4.953 2.014 0.621 -0.216
C 3.606 2.008 0.994 -0.231
C 2.850 0.860 0.935 -0.219
C 3.456 -0.310 0.478 -0.045
H -0.365 0.928 -3.709 0.233
H 1.083 1.268 -2.740 0.201
H -0.803 3.044 -2.654 0.205
H -1.756 1.831 -1.799 0.212
H 0.228 1.678 -0.141 0.205
H 0.863 3.117 -0.920 0.208
H -1.764 3.875 -0.399 0.224
H -0.397 4.260 0.646 0.211
H -0.805 2.345 2.061 0.235
H -2.325 3.265 1.864 0.220
H -4.871 0.517 -0.722 0.420
H -5.200 -1.883 -0.832 0.213
H -4.384 -4.118 -0.192 0.217
H -2.337 -4.356 1.161 0.216
H -1.075 -2.331 1.846 0.234
H 1.772 -0.474 -1.649 0.405
H 1.346 -2.943 -1.520 0.184
H -0.191 -2.469 -0.749 0.236
H 1.563 -3.102 0.926 0.215
H 1.054 -1.410 1.111 0.245
H 4.121 -3.409 -0.417 0.210
H 6.080 -1.861 -0.550 0.412
H 6.629 0.869 -0.088 0.211
H 5.513 2.936 0.683 0.211
H 3.157 2.927 1.342 0.209
H 1.817 0.852 1.249 0.233
```

Its HOMO energy is -7.89 eV. Its energy above the lowest of the compared OMol25 structures with the same formula, charge and spin is 0.0 kcal/mol. As for the charge: 0. Its strongest force on any atom is 0.7 eV/A. Its SMILES is O=C(CCCCCn1c(=O)[nH]c2ccccc2c1=O)NCCc1c[nH]c2ccccc12.